Record 1
An isolated molecule of C4H6N2O, computed with ωB97M-V/def2-TZVPD.

Values from the calculation:
* LUMO level: 0.86 eV
* total charge: 0
* energy above the lowest of the compared OMol25 structures with the same formula, charge and spin: 74.5 kcal/mol
* SMILES: Cc1cc(N)on1
* HOMO-LUMO gap: 9.97 eV

Each line ends with the natural charge from an NBO analysis.
Cartesian coordinates (Å):
C (2.158, -0.342, -0.834)  -0.645
C (0.722, -0.348, -0.381)  0.186
C (0.096, 0.228, 0.795)  -0.519
C (-1.222, 0.160, 0.454)  0.524
N (-2.262, 0.762, 1.136)  -0.823
O (-1.426, -0.506, -0.681)  -0.316
N (-0.170, -0.792, -1.224)  -0.144
H (2.208, -0.584, -1.901)  0.235
H (2.604, 0.649, -0.691)  0.231
H (2.768, -1.062, -0.283)  0.227
H (-0.044, -0.265, 1.761)  0.265
H (-3.162, 0.349, 0.944)  0.383
H (-2.269, 1.752, 0.906)  0.397

Cartesian forces (eV/Å) of the 6 atoms listed first:
-0.0204 -0.1278 0.0994
-0.1428 -0.3999 -0.2110
-0.6398 -0.8680 0.0791
-0.2653 0.1271 -0.6596
-0.2313 -0.2648 -0.2590
-0.4381 0.5152 -0.3112

***

Record 2
An isolated molecule of C4H6N2O, computed with ωB97M-V/def2-TZVPD.

Values from the calculation:
* LUMO level (alpha / beta): 0.35 / 0.35 eV
* total charge: 0
* energy above the lowest of the compared OMol25 structures with the same formula, charge and spin: 67.1 kcal/mol
* SMILES: Cc1ncc(O)[nH]1
* HOMO-LUMO gap (alpha / beta): 8.10 / 8.10 eV

Each line ends with the natural charge from an NBO analysis.
Cartesian coordinates (Å):
C (2.083, -0.293, 0.169)  -0.669
C (0.655, -0.009, -0.114)  0.426
N (0.057, -0.341, -1.262)  -0.500
C (-1.188, 0.120, -1.119)  0.069
C (-1.448, 0.652, 0.141)  0.132
O (-2.304, -0.374, 0.712)  -0.715
N (-0.172, 0.613, 0.741)  -0.536
H (2.433, -1.022, -0.565)  0.252
H (2.215, -0.702, 1.176)  0.226
H (2.678, 0.618, 0.077)  0.233
H (-1.979, -0.068, -1.836)  0.190
H (-3.167, -0.290, 0.303)  0.472
H (0.137, 1.096, 1.576)  0.419

Cartesian forces (eV/Å) of the 6 atoms listed first:
0.1430 0.0741 -0.0017
0.2698 0.2098 0.0457
0.2971 0.6732 -0.3756
0.3669 0.1773 -0.7668
0.2038 -1.3427 -0.5080
-0.9593 1.0238 1.6030

***

Record 3
An isolated molecule of C4H6N2O, computed with ωB97M-V/def2-TZVPD.

Values from the calculation:
* LUMO level: 0.85 eV
* total charge: 0
* energy above the lowest of the compared OMol25 structures with the same formula, charge and spin: 38.0 kcal/mol
* SMILES: Cc1[nH]cnc1O
* HOMO-LUMO gap: 8.70 eV

Each line ends with the natural charge from an NBO analysis.
Cartesian coordinates (Å):
C (1.549, 0.795, -0.484)  -0.646
C (0.417, 0.187, 0.067)  -0.011
N (-0.294, 0.458, 1.278)  -0.513
C (-1.415, -0.235, 1.275)  0.170
N (-1.572, -1.023, 0.181)  -0.520
C (-0.413, -0.781, -0.506)  0.396
O (-0.248, -1.320, -1.764)  -0.694
H (1.443, 1.838, -0.436)  0.219
H (1.718, 0.403, -1.563)  0.254
H (2.457, 0.373, 0.013)  0.217
H (-0.094, 1.135, 2.064)  0.424
H (-2.279, -0.224, 1.999)  0.207
H (-1.268, -1.607, -2.123)  0.497

Cartesian forces (eV/Å) of the 6 atoms listed first:
3.4878 -1.6492 -1.8330
-4.6706 -3.0811 1.0657
1.4873 1.8448 0.7705
-3.2674 -2.2952 -0.8249
1.5169 1.3997 1.4856
-0.4373 0.7633 -0.7041

***

Record 4
A structure of composition C4H6N2O, computed with ωB97M-V/def2-TZVPD.

Values from the calculation:
* LUMO level: -0.12 eV
* total charge: 0
* energy above the lowest of the compared OMol25 structures with the same formula, charge and spin: 89.3 kcal/mol
* HOMO-LUMO gap: 8.50 eV

Each line ends with the natural charge from an NBO analysis.
Cartesian coordinates (Å):
C (1.563, -0.103, -0.002)  -0.107
C (-1.206, -0.766, 0.101)  -0.585
N (0.758, 0.536, -1.006)  -0.746
C (-0.973, 0.456, -0.677)  0.726
C (-0.490, 0.050, 1.164)  0.037
N (0.809, 0.337, 1.136)  -0.320
O (-1.657, 1.171, -1.357)  -0.498
H (1.108, 1.411, -1.381)  0.386
H (1.572, -1.189, -0.144)  0.173
H (2.580, 0.295, 0.036)  0.203
H (-2.263, -0.873, 0.346)  0.250
H (-0.740, -1.681, -0.256)  0.266
H (-1.061, 0.357, 2.040)  0.215

Cartesian forces (eV/Å) of the 6 atoms listed first:
-1.6299 1.1939 -0.4136
-0.2053 1.5390 1.0545
-2.8971 -0.7461 -1.9527
3.3625 0.7219 -6.4378
4.2587 -1.2350 2.8257
-3.3988 -1.1532 3.0074